Record 1
Here is CH8AsFN as an isolated structure from the Open Molecules 2025 dataset. Energies are from ωB97M-V/def2-TZVPD.

Calculated values
Energy relative to the best compared isomer or geometry (same formula, charge and spin), kJ/mol: 0.0
E_tot, eV: -66211.475
Total charge: -1
HOMO-LUMO gap, Eh: 0.297

Each line ends with the natural charge from an NBO analysis.
Positions of all 12 atoms, in Å:
As 0.6969 -0.0571 -0.3112  1.321
F 1.4264 1.6235 -0.8092  -0.737
N -0.0002 -1.8125 0.1715  -1.210
C -0.8887 1.0256 0.3181  -0.981
H -1.6746 0.3567 0.6827  0.180
H -0.5638 1.6962 1.1160  0.197
H -0.2436 -1.7774 1.1582  0.333
H 2.0195 -0.6543 -0.8666  -0.163
H 0.0172 -0.1777 -1.7446  -0.238
H -0.8806 -1.9320 -0.3242  0.334
H 1.3495 0.0892 1.1287  -0.235
H -1.2580 1.6197 -0.5194  0.200

Record 2
Here is C19H22BrF6GdN7O5S3 as an isolated structure from the Open Molecules 2025 dataset. Energies are from ωB97M-V/def2-TZVPD.

Calculated values
Energy relative to the best compared isomer or geometry (same formula, charge and spin), kJ/mol: 24.3
Multiplicity: 8
Expectation value of S²: 16.05
E_tot, eV: -180413.559
Total charge: +1
HOMO-LUMO gap (spin up / spin down), Eh: 0.280 / 0.205

Each line ends with the Mulliken spin population.
Positions of all 64 atoms, in Å:
Gd -1.0773 0.5056 1.0009  6.593
Br -2.6141 -1.5901 2.6950  0.004
S -3.7131 0.9112 -1.0762  0.005
S -2.7707 2.2194 2.5226  0.246
S -2.1076 3.2019 -0.8184  -0.011
F -0.3442 4.5722 -2.0722  0.000
F -3.1170 -1.2859 -2.3222  0.000
F -2.1490 4.1961 -3.2164  0.000
F -0.6944 2.6208 -2.9388  0.000
F -2.8334 0.4912 -3.5253  0.000
F -1.4482 0.0446 -1.9124  0.000
O -3.0892 0.3495 0.1353  0.021
O -2.4226 4.4110 -0.1474  0.002
O 0.8905 0.1626 -0.3234  0.028
O -1.0928 2.3176 -0.1954  0.026
O -5.0824 0.6272 -1.2980  0.000
N 0.1383 1.9312 2.5643  0.037
N -0.2268 3.2043 2.7994  0.043
N 0.8629 -0.6842 2.3337  0.012
N -3.3450 2.4016 -1.3501  0.002
N 2.8357 0.0402 -1.4227  0.000
N -1.3312 -2.0220 0.3262  0.029
N -1.9154 4.6619 3.0405  0.001
C -0.9196 -2.7161 -0.7369  -0.001
C 2.1670 2.2011 -0.5218  0.001
C 1.3470 1.6200 2.8222  -0.007
C -0.8701 -4.7112 -2.2630  0.000
C -2.3020 -4.5496 -0.1696  0.000
C -1.5368 3.4070 2.7860  -0.030
C -2.7298 -3.8526 0.9505  0.001
C 1.9146 0.7360 -0.7522  -0.011
C 3.1211 -0.1085 2.8470  0.001
C -2.7381 -0.0185 -2.3192  0.000
C 4.0019 0.6898 -2.0260  0.000
C 2.6038 -1.3803 -1.6750  0.000
C -1.2731 3.6805 -2.3833  0.001
C 1.2467 -1.9518 2.2220  -0.002
C 3.5130 -1.4295 2.7063  -0.001
C 2.5543 -2.3768 2.3954  0.002
C -2.1941 -2.5999 1.1403  -0.005
C 1.7909 0.2296 2.6536  0.014
C -1.3690 -3.9920 -1.0371  0.000
H -3.4444 -4.2652 1.6481  0.000
H 3.7218 1.3239 -2.8679  0.000
H 2.8029 -3.4254 2.2978  0.000
H 2.1790 -1.8458 -0.7903  0.000
H 2.0302 2.3702 3.2113  -0.004
H 2.3380 2.7170 -1.4675  0.000
H -2.8816 4.9211 2.9560  0.001
H 1.9218 -1.5270 -2.5153  0.000
H 4.6743 -0.0806 -2.3899  0.000
H 3.5539 -1.8540 -1.9065  0.000
H 4.5401 1.2914 -1.2958  0.000
H 3.8311 0.6634 3.1197  0.000
H -0.2099 -2.2064 -1.3797  0.000
H 4.5466 -1.7156 2.8531  0.000
H 3.0573 2.3402 0.0952  0.000
H 0.2205 -4.7249 -2.2939  0.000
H -1.2200 -4.2196 -3.1726  0.000
H 1.3165 2.6508 -0.0233  -0.002
H -1.2212 -5.7414 -2.2838  0.000
H -2.6974 -5.5401 -0.3657  0.000
H -1.2095 5.3718 3.1421  0.000
H 0.4691 -2.6689 1.9905  0.001

Record 3
Here is a 2-piece molecular cluster, C4H9O3 overall from the Open Molecules 2025 dataset. Energies are from ωB97M-V/def2-TZVPD.

Calculated values
Energy relative to the best compared isomer or geometry (same formula, charge and spin), kJ/mol: 124.6
E_tot, eV: -10437.174
Total charge: -1
HOMO-LUMO gap, Eh: 0.297

Each line ends with the natural charge from an NBO analysis.
Positions of all 16 atoms, in Å:
O 0.1068 -1.2456 0.0040  -0.787
O -1.6314 0.3895 1.1200  -0.809
O 1.8414 -1.1962 -1.2803  -0.801
C -0.2582 -0.4202 -2.2234  -0.763
C 0.5984 -1.0811 -1.0795  0.774
C -0.7512 1.5482 1.0391  -0.041
C 0.3845 1.4981 2.1511  -0.645
H -1.4478 2.4093 1.2431  0.150
H 0.9353 0.5689 2.1154  0.232
H -1.2323 -0.4849 0.7564  0.525
H 1.0685 2.2681 1.8553  0.192
H 0.4222 0.0404 -2.9456  0.211
H -0.1786 1.5876 3.1226  0.192
H -0.2651 1.7671 -0.0071  0.151
H -0.8524 0.3733 -1.7449  0.207
H -0.8260 -1.3813 -2.4680  0.212

Record 4
Here is C38H38Cl7Ge2O5V as an isolated structure from the Open Molecules 2025 dataset. Energies are from ωB97M-V/def2-TZVPD.

Calculated values
Energy relative to the best compared isomer or geometry (same formula, charge and spin), kJ/mol: 151.0
Multiplicity: 4
Expectation value of S²: 3.80
E_tot, eV: -276637.246
Total charge: -1
HOMO-LUMO gap (spin up / spin down), Eh: 0.234 / 0.234

Each line ends with the natural charge from an NBO analysis.
Positions of all 91 atoms, in Å:
Ge -1.4692 -2.3774 -0.3334  1.272
Ge -2.3103 0.6558 -0.0420  1.136
V 0.0482 -0.1795 -0.2544  0.955
Cl 0.1011 4.5283 -3.6953  0.028
Cl 0.5765 5.2544 1.5946  0.028
Cl 4.3439 2.0053 0.4159  0.012
Cl 0.3810 2.2405 2.0056  0.065
Cl 0.4869 6.4360 -1.2880  0.033
Cl -0.2871 1.5793 -3.2829  0.039
Cl 6.1750 -0.2295 -4.1267  -0.029
O 4.3460 -5.2232 1.0863  -0.494
O 1.9983 0.4953 -0.1406  -0.723
O 0.9556 -2.1639 -0.2110  -0.744
O 0.2659 -0.6205 -1.9591  -0.637
O 0.1699 -0.3947 1.5167  -0.635
C -3.7545 -0.6979 0.0774  -0.588
C -3.5268 -1.9730 -0.2263  -0.438
C 0.1708 3.8825 -2.1029  -0.122
C -4.2499 -4.3150 -0.6192  -0.232
C -3.1806 1.6972 -1.5659  -0.785
C 0.8540 -0.5299 3.7849  -0.704
C 2.6086 -0.3638 -2.2981  -0.218
C -4.5660 -2.9958 -0.3030  0.026
C 3.5495 -4.1262 1.2806  0.362
C 2.5924 -3.6865 0.3956  -0.419
C 0.0160 1.9216 -0.6172  -0.320
C 2.8370 0.3815 -1.0864  0.385
C 5.1161 0.8537 -1.8962  -0.208
C -5.9121 -2.6999 -0.0605  -0.208
C 0.3897 4.2054 0.2456  -0.079
C -3.5146 0.8264 -2.7639  -0.611
C -1.1596 -4.9066 -2.2468  -0.614
C 3.7500 -3.4383 2.4875  -0.329
C 0.2499 2.8316 0.4177  -0.090
C 4.1670 -5.9736 -0.0864  -0.251
C -5.2160 -5.3025 -0.6542  -0.205
C 2.9496 -2.3714 2.8099  -0.103
C 4.1073 1.0090 -0.9753  -0.088
C 1.8002 -2.5516 0.6737  0.546
C 3.6679 -0.5675 -3.2037  -0.171
C 0.0003 2.5180 -1.8808  -0.003
C -2.8007 1.1397 2.8799  -0.606
C 0.9677 -0.9254 2.3270  0.602
C -6.8787 -3.6837 -0.0954  -0.216
C 1.9341 -1.9178 1.9510  -0.351
C -1.2723 -3.3094 1.5063  -0.797
C -2.9237 1.8261 1.5292  -0.778
C -0.9035 -3.4188 -2.0517  -0.787
C 0.3543 4.7444 -1.0326  -0.098
C 1.3214 -0.8777 -2.5897  0.354
C -6.5373 -4.9955 -0.3798  -0.237
C -1.8038 -4.7265 1.6359  -0.611
C 4.8852 0.0281 -2.9961  -0.105
H -7.9096 -3.4241 0.0998  0.202
H 3.5006 -1.1805 -4.0774  0.217
H -0.5433 -5.2794 -3.0689  0.199
H 4.9225 -6.7590 -0.0616  0.192
H -2.1955 -5.1165 -2.5028  0.201
H 0.1711 -3.2576 -2.0805  0.224
H -1.8120 -2.6542 2.1970  0.216
H -3.9778 2.0298 1.3292  0.201
H 1.6110 0.2131 4.0334  0.243
H -4.7504 -0.3243 0.2947  0.180
H 3.1239 -1.8572 3.7428  0.210
H 6.0611 1.3560 -1.7668  0.235
H -0.2234 -3.2976 1.8009  0.213
H -1.2428 -5.3989 0.9900  0.191
H -3.3335 1.6939 3.6540  0.189
H -2.5618 2.5384 -1.8729  0.206
H -0.8984 -5.4747 -1.3564  0.197
H -4.1063 2.1089 -1.1618  0.201
H -2.8557 -4.7713 1.3667  0.211
H -7.2915 -5.7685 -0.3937  0.202
H -3.9736 1.4186 -3.5546  0.191
H -6.2092 -1.6879 0.1641  0.205
H -1.6961 -5.0781 2.6636  0.196
H -4.9359 -6.3195 -0.8935  0.203
H -4.2061 0.0415 -2.4686  0.201
H 1.2402 -1.5381 -3.4649  0.157
H 4.3129 -5.3638 -0.9836  0.180
H 0.9713 -1.3931 4.4358  0.225
H -1.3450 -2.8611 -2.8808  0.216
H -3.2121 0.1306 2.8328  0.199
H -1.7556 1.0787 3.1685  0.197
H -2.4076 2.7860 1.5464  0.212
H 2.4104 -4.1868 -0.5440  0.222
H -0.1239 -0.0828 3.9467  0.242
H -2.6214 0.3535 -3.1635  0.204
H 3.1736 -6.4348 -0.1219  0.177
H 4.5246 -3.7871 3.1522  0.218
H -3.2214 -4.5516 -0.8324  0.211

Record 5
Here is a 2-piece molecular cluster, C4H11NO overall from the Open Molecules 2025 dataset. Energies are from ωB97M-V/def2-TZVPD.

Calculated values
SMILES string: C=CCCN.O
Energy relative to the best compared isomer or geometry (same formula, charge and spin), kJ/mol: 153.6
E_tot, eV: -7862.961
Total charge: 0
HOMO-LUMO gap, Eh: 0.366

Each line ends with the natural charge from an NBO analysis.
Positions of all 17 atoms, in Å:
O 2.0182 -4.0649 -0.9175  -0.931
N -1.1941 -0.1630 1.1843  -0.850
C -1.4872 0.2340 -0.1902  -0.208
C -0.8267 1.5823 -0.5068  -0.454
C 1.1690 1.9297 0.9493  -0.390
C 0.6478 1.6876 -0.2422  -0.183
H 2.7077 -4.7417 -0.9622  0.466
H 1.2476 -4.5570 -1.2230  0.465
H 1.3018 1.3578 -1.0484  0.191
H 0.5599 2.1594 1.8113  0.203
H -1.3128 2.3098 0.1432  0.206
H -1.1888 -0.5216 -0.9310  0.162
H 2.2447 1.8940 1.0423  0.195
H -1.1459 1.9408 -1.4857  0.209
H -1.8856 -0.7518 1.6223  0.365
H -0.3030 -0.6391 1.1459  0.364
H -2.5527 0.3435 -0.3917  0.192

Record 6
Here is C6H9N as an isolated structure from the Open Molecules 2025 dataset. Energies are from ωB97M-V/def2-TZVPD.

Calculated values
Energy relative to the best compared isomer or geometry (same formula, charge and spin), kJ/mol: 474.1
E_tot, eV: -7853.245
Total charge: 0
HOMO-LUMO gap, Eh: 0.294

Each line ends with the natural charge from an NBO analysis.
Positions of all 16 atoms, in Å:
N -0.1394 0.3777 -1.1163  -0.702
C -0.3569 1.2910 1.3609  -0.083
C 1.1361 -1.6531 -1.6232  -0.675
C -0.1951 -0.0952 1.5985  -0.205
C -1.2606 2.1457 0.7770  -0.415
C 0.3595 -0.9942 0.7356  -0.366
C 0.4221 -0.6979 -0.6920  0.282
H 2.1675 -1.3115 -1.7700  0.230
H -0.0597 0.4681 -2.1268  0.330
H 0.7852 -1.9210 1.1174  0.211
H -2.0913 1.8863 0.1048  0.216
H 1.1707 -2.6807 -1.2491  0.218
H -1.2930 1.9978 2.0401  0.298
H -1.0117 3.2107 0.7916  0.215
H 0.6409 -1.6524 -2.6001  0.216
H -0.2743 -0.3715 2.6516  0.230

Record 7
Here is a 2-piece molecular cluster, C4H12 overall from the Open Molecules 2025 dataset. Energies are from ωB97M-V/def2-TZVPD.

Calculated values
SMILES string: CC.CC
Energy relative to the best compared isomer or geometry (same formula, charge and spin), kJ/mol: 29.9
E_tot, eV: -4342.218
Total charge: 0
HOMO-LUMO gap, Eh: 0.470

Each line ends with the natural charge from an NBO analysis.
Positions of all 16 atoms, in Å:
C -0.8943 -1.8255 0.7485  -0.616
C 0.6076 3.0605 -0.8283  -0.614
C -0.8270 -3.1355 -0.0318  -0.613
C 1.0806 1.9223 0.1156  -0.614
H 2.0898 1.6237 -0.1884  0.201
H 0.0362 -1.4090 1.1382  0.206
H 1.2719 3.1090 -1.6897  0.203
H 1.1579 2.1780 1.1695  0.205
H -0.3517 2.7636 -1.2495  0.206
H -1.0001 -3.9937 0.6139  0.206
H -1.4980 -1.8912 1.6551  0.204
H -1.3508 -1.0299 0.1579  0.202
H -1.5647 -3.1347 -0.8312  0.206
H 0.6051 4.0079 -0.3014  0.209
H 0.4847 1.0166 0.0153  0.204
H 0.1527 -3.2619 -0.4939  0.205

Record 8
Here is C41H54ClIrNO4PSi as an isolated structure from the Open Molecules 2025 dataset. Energies are from ωB97M-V/def2-TZVPD.

Calculated values
Energy relative to the best compared isomer or geometry (same formula, charge and spin), kJ/mol: 246.7
E_tot, eV: -85601.580
Total charge: 0
HOMO-LUMO gap, Eh: 0.197

Each line ends with the Mulliken charge.
Positions of all 104 atoms, in Å:
Ir 0.2203 -0.8911 0.7549  2.615
Cl -4.1953 1.4290 5.9751  -0.237
P 2.9117 0.7740 -0.7789  1.997
Si -1.3155 1.8697 -1.9016  0.157
O 1.7858 -0.1254 -0.1789  -0.259
O -1.0381 0.6028 1.1101  -0.150
O -1.0957 -2.0867 1.7631  -0.627
O 1.4705 -1.7210 1.9290  -0.241
N -0.9416 -1.0070 -1.0388  0.758
C 2.7778 -1.5887 2.3110  0.858
C 3.1744 -0.6245 3.2542  0.608
C 5.4471 -1.4767 3.1104  -1.337
C -3.2395 1.1265 4.5580  -0.020
C 3.2856 -3.7721 1.0193  0.413
C 2.2460 0.3095 4.0212  0.188
C -0.4527 -2.3045 -1.6093  -0.851
C 2.2206 -4.6251 1.7217  -1.462
C -5.0824 2.6300 -0.2977  -0.790
C -1.3690 4.3356 -5.2210  -0.684
C -1.6967 -1.7061 2.7840  -0.702
C -2.0894 -0.3680 3.0629  0.840
C 2.9696 0.5452 -2.5790  -1.397
C -0.5447 3.7088 -6.1468  -0.521
C 3.6798 -2.5671 1.8605  0.284
C 4.4350 -0.0862 -0.2899  -0.860
C -2.8537 -0.1361 4.2315  -1.420
C -5.4445 1.5824 -2.4281  -0.801
C -1.0415 2.5066 -3.6560  0.631
C 5.0055 -2.4841 2.2703  -0.933
C 2.8637 -3.4307 -0.4095  -1.721
C -2.8451 2.2099 3.7487  -0.981
C -3.7092 2.5337 -0.4918  -0.490
C 1.0881 -0.4298 4.6920  -1.477
C 4.5223 -0.5757 3.6065  -0.964
C -2.4341 -1.0687 -0.8690  -0.067
C -1.4177 -2.8913 -2.6314  -0.935
C -2.0961 2.0125 2.6230  -0.240
C -0.4757 3.0525 -0.7565  -0.377
C -2.7357 -3.3068 -1.9587  -0.813
C -1.7086 0.7100 2.2191  0.289
C -0.2311 1.8889 -4.6098  -0.045
C -0.6299 0.0814 -2.0198  -0.337
C -1.6116 3.7395 -3.9937  -0.550
C -4.0740 1.4831 -2.6074  -0.019
C -3.1778 1.9464 -1.6388  0.504
C 2.8350 2.4062 -0.4700  -1.920
C -2.9589 -2.4849 -0.6828  -1.261
C 1.7680 1.5119 3.2080  -1.093
C -5.9516 2.1517 -1.2656  -0.604
C 0.0204 2.4811 -5.8418  -0.901
H 2.8590 0.7102 4.8325  0.651
H -0.9918 -0.2622 -2.9976  0.674
H 2.9397 -0.5147 -2.8461  0.287
H -0.3469 4.1762 -7.1032  0.379
H -2.2640 4.2402 -3.2844  0.336
H -3.6931 1.0452 -3.5262  0.437
H 4.1895 -4.3812 0.9420  0.656
H 2.0404 -5.5448 1.1592  0.457
H -2.4661 -2.9600 0.1621  0.174
H 3.3687 3.0840 -1.1248  0.245
H 0.5251 0.2546 5.3325  0.463
H 1.4550 -1.2543 5.3076  0.407
H -2.7214 -4.3705 -1.7153  0.422
H 3.6919 -3.0096 -0.9823  0.301
H 1.0808 2.1226 3.8009  0.540
H 2.5842 2.7496 0.5208  0.127
H 0.5245 -2.1103 -2.0495  0.087
H -6.1198 1.2267 -3.1966  0.429
H -0.5109 2.7461 0.2875  -0.198
H 4.4406 -1.1593 -0.4953  0.160
H 2.1398 1.0724 -3.0455  0.194
H 0.6608 1.9844 -6.5603  0.405
H -0.9367 -3.7392 -3.1196  0.549
H -1.9685 -2.4800 3.5099  0.374
H -5.4717 3.0796 0.6077  0.437
H -1.7679 2.8494 2.0219  0.648
H 0.5818 3.1544 -1.0116  0.403
H -3.0357 2.9212 0.2626  0.367
H 4.5747 0.0663 0.7810  0.139
H 5.2519 0.3966 -0.8270  0.534
H 0.4522 0.1449 -2.0809  -0.472
H 2.0576 -2.7021 -0.4115  0.266
H -3.5634 -3.1511 -2.6533  0.367
H -3.1300 -0.9759 4.8576  0.454
H -7.0219 2.2300 -1.1222  0.392
H -2.7079 -0.4093 -0.0499  -0.002
H 5.7050 -3.2319 1.9135  0.398
H 1.2545 1.2138 2.2952  -0.300
H -0.9599 4.0295 -0.8594  0.293
H -2.8855 -0.6624 -1.7740  0.177
H 2.5441 -4.8998 2.7272  0.398
H 0.2165 0.9231 -4.4024  0.213
H -4.0215 -2.4253 -0.4422  0.628
H 2.5200 -4.3315 -0.9254  0.574
H 4.8374 0.1760 4.3213  0.416
H 6.4880 -1.4158 3.4005  0.353
H 1.2810 -4.0793 1.8030  0.045
H 3.9026 0.9714 -2.9497  0.528
H -0.3132 -3.0119 -0.7903  0.568
H 0.4095 -0.8429 3.9541  0.069
H 2.6126 2.1341 2.9150  0.480
H -1.6090 -2.1517 -3.4125  0.150
H -1.8210 5.2910 -5.4574  0.415
H -3.1318 3.2126 4.0386  0.457

> energy relative to the best compared isomer or geometry (same formula, charge and spin) of number 7 (C4H12)?

29.9 kJ/mol

> Which formula does entry 3 have?

C4H9O3